1.
DFT (ωB97M-V/def2-TZVPD) results for C24H16Br4NNdO2P as an isolated structure in a non-equilibrium geometry.

Summary:
E_HOMO (spin up / spin down) in eV: -10.657 / -10.683
Kohn-Sham gap (spin up / spin down) in hartree: 0.260 / 0.264
<S²>: 3.7547
Molecular weight in g mol⁻¹: 845.2
Charge: +1
Lowest unoccupied orbital energy (spin up / spin down) in eV: -3.59 / -3.50
2S+1: 4
F_max in hartree/bohr: 0.0658

Element x y z (Å)
Nd (-0.292, -1.878, -0.984)
N (2.236, -1.719, -0.190)
C (2.870, -0.430, -0.019)
C (4.254, -0.320, -0.029)
C (4.869, 0.910, 0.143)
C (4.099, 2.049, 0.313)
C (2.720, 1.957, 0.301)
C (2.094, 0.723, 0.149)
P (0.262, 0.612, 0.133)
C (-0.267, 1.641, 1.532)
C (-1.578, 2.121, 1.523)
C (-2.045, 2.847, 2.601)
C (-1.225, 3.075, 3.695)
C (0.069, 2.584, 3.710)
C (0.553, 1.856, 2.638)
C (-0.058, 1.598, -1.388)
C (-0.206, 2.981, -1.426)
C (-0.422, 3.620, -2.636)
C (-0.502, 2.898, -3.813)
C (-0.335, 1.520, -3.794)
C (-0.112, 0.882, -2.589)
H (1.946, -2.092, 0.732)
H (2.950, -2.368, -0.540)
H (4.854, -1.209, -0.157)
H (5.945, 0.974, 0.146)
H (4.566, 3.010, 0.456)
H (2.113, 2.842, 0.417)
H (-2.218, 1.917, 0.674)
H (-3.051, 3.233, 2.590)
H (-1.601, 3.626, 4.543)
H (0.707, 2.768, 4.560)
H (1.559, 1.461, 2.667)
H (-0.168, 3.558, -0.514)
H (-0.529, 4.694, -2.659)
H (-0.699, 3.400, -4.747)
H (-0.379, 0.956, -4.713)
H (0.055, -0.235, -2.587)
Br (-3.291, -7.854, 0.170)
C (-2.963, -5.996, 0.050)
C (-4.025, -5.094, 0.030)
Br (-5.800, -5.701, 0.210)
C (-3.770, -3.733, -0.121)
Br (-5.157, -2.463, -0.200)
C (-2.471, -3.242, -0.227)
O (-2.221, -1.944, -0.422)
C (-1.381, -4.155, -0.114)
O (-0.127, -3.690, -0.115)
C (-1.657, -5.517, -0.017)
Br (-0.167, -6.671, 0.016)

Atom charges from the Löwdin analysis, given in e for atoms 1 to 6: Nd 1.69; N -0.03; C -0.31; C -0.02; C -0.05; C -0.05

---

2.
DFT (ωB97M-V/def2-TZVPD) results for C61H48AlCl2N3O7S as an isolated structure.

Summary:
E_HOMO in eV: -1.632
Kohn-Sham gap in hartree: 0.200
Molecular weight in g mol⁻¹: 1065.0
Charge: -2
Lowest unoccupied orbital energy in eV: 3.82
F_max in hartree/bohr: 0.0118

Element x y z (Å)
Al (-0.772, -1.010, -0.529)
C (-1.433, 2.477, 4.958)
C (-1.309, 2.657, 3.459)
C (-1.353, 4.123, 3.048)
O (-2.352, 1.934, 2.848)
C (-1.858, 1.481, 1.585)
C (-0.362, 1.204, 1.874)
O (-0.106, 2.088, 2.980)
C (0.220, -0.208, 2.126)
O (-0.204, -1.038, 1.123)
C (1.769, -0.131, 2.068)
C (2.454, -1.346, 2.047)
C (3.837, -1.379, 1.975)
C (4.564, -0.192, 1.925)
C (3.890, 1.017, 1.939)
C (2.499, 1.049, 2.011)
C (-0.160, -0.804, 3.490)
C (0.368, -0.303, 4.680)
C (0.032, -0.870, 5.900)
C (-0.831, -1.961, 5.953)
C (-1.333, -2.486, 4.771)
C (-0.987, -1.915, 3.550)
C (-2.837, 0.492, 0.900)
O (-2.235, -0.002, -0.240)
C (-4.074, 1.289, 0.394)
C (-4.488, 2.521, 0.887)
C (-5.616, 3.154, 0.366)
C (-6.347, 2.565, -0.651)
C (-5.936, 1.333, -1.153)
C (-4.813, 0.709, -0.637)
C (-3.441, -0.599, 1.823)
C (-3.513, -1.915, 1.384)
C (-4.134, -2.898, 2.147)
C (-4.704, -2.582, 3.371)
C (-4.668, -1.263, 3.806)
C (-4.062, -0.282, 3.035)
H (-2.340, 2.973, 5.309)
H (-0.567, 2.916, 5.457)
H (-1.486, 1.416, 5.198)
H (-2.271, 4.589, 3.416)
H (-1.310, 4.209, 1.962)
H (-0.488, 4.647, 3.458)
H (-1.835, 2.331, 0.891)
H (0.188, 1.565, 1.002)
H (1.881, -2.266, 2.046)
H (4.349, -2.336, 1.949)
H (5.646, -0.214, 1.848)
H (4.438, 1.949, 1.864)
H (2.001, 2.008, 2.003)
H (1.048, 0.539, 4.647)
H (0.449, -0.463, 6.814)
H (-1.094, -2.405, 6.907)
H (-1.995, -3.344, 4.789)
H (-1.343, -2.339, 2.622)
H (-3.935, 2.996, 1.686)
H (-5.916, 4.119, 0.761)
H (-7.223, 3.059, -1.057)
H (-6.491, 0.860, -1.955)
H (-4.475, -0.239, -1.037)
H (-3.077, -2.194, 0.434)
H (-4.159, -3.915, 1.774)
H (-5.183, -3.347, 3.971)
H (-5.120, -0.991, 4.754)
H (-4.063, 0.737, 3.389)
Cl (-2.493, -5.411, -1.740)
C (-2.331, -4.018, -2.773)
C (-2.685, -4.131, -4.131)
C (-2.591, -3.064, -4.972)
Cl (-3.038, -3.252, -6.659)
C (-2.138, -1.806, -4.501)
C (-2.022, -0.619, -5.264)
C (-1.586, 0.524, -4.667)
C (-1.235, 0.516, -3.300)
N (-1.333, -0.570, -2.582)
C (-1.778, -1.718, -3.149)
C (-1.860, -2.832, -2.238)
O (-1.507, -2.658, -1.008)
H (-3.038, -5.083, -4.503)
H (-2.282, -0.636, -6.315)
H (-1.478, 1.440, -5.232)
H (-0.838, 1.393, -2.795)
O (1.336, -3.336, 0.062)
C (1.712, -2.579, -0.802)
N (2.963, -2.646, -1.384)
C (3.112, -1.725, -2.476)
C (1.699, -1.088, -2.472)
O (1.346, -0.334, -3.357)
N (0.989, -1.528, -1.396)
C (3.367, -2.481, -3.786)
C (4.667, -2.732, -4.214)
C (4.909, -3.495, -5.351)
C (3.850, -4.014, -6.081)
C (2.549, -3.769, -5.660)
C (2.310, -3.009, -4.525)
C (4.164, -0.644, -2.222)
C (4.153, 0.534, -2.966)
C (5.126, 1.500, -2.756)
C (6.127, 1.301, -1.812)
C (6.133, 0.135, -1.062)
C (5.152, -0.829, -1.264)
H (3.565, -3.428, -1.201)
H (5.499, -2.313, -3.660)
H (5.930, -3.677, -5.667)
H (4.035, -4.600, -6.974)
H (1.711, -4.166, -6.221)
H (1.289, -2.827, -4.212)
H (3.350, 0.704, -3.669)
H (5.084, 2.425, -3.318)
H (6.879, 2.062, -1.645)
H (6.887, -0.019, -0.298)
H (5.127, -1.711, -0.635)
S (1.168, 1.955, -1.216)
C (1.334, 3.497, -0.424)
C (2.605, 4.004, -0.072)
C (2.757, 5.222, 0.572)
C (1.650, 5.999, 0.908)
C (0.387, 5.517, 0.584)
C (0.232, 4.297, -0.061)
H (3.471, 3.399, -0.318)
H (3.755, 5.571, 0.822)
H (1.771, 6.949, 1.416)
H (-0.492, 6.099, 0.842)
H (-0.760, 3.937, -0.313)

Atom charges from the Löwdin analysis, given in e for atoms 1 to 6: Al 0.03; C 0.02; C -0.58; C 0.01; O -0.05; C -0.12

---

3.
DFT (ωB97M-V/def2-TZVPD) results for C12H36BGaO12P3 as an isolated structure in a non-equilibrium geometry.

Summary:
E_HOMO in eV: -4.725
Kohn-Sham gap in hartree: 0.233
Molecular weight in g mol⁻¹: 545.9
Charge: -1
Lowest unoccupied orbital energy in eV: 1.62
F_max in hartree/bohr: 0.1454

Element x y z (Å)
O (-1.620, -1.240, 6.528)
P (-1.395, 0.049, 5.782)
Ga (-3.168, 1.622, 6.044)
O (-4.388, 0.829, 7.293)
B (-5.004, -0.196, 6.698)
O (-5.847, 0.055, 5.571)
O (-4.842, -1.515, 7.142)
H (-1.335, -0.290, 4.390)
H (-0.101, 0.575, 6.075)
H (-3.844, 1.871, 4.623)
H (-2.732, 3.030, 6.651)
H (-5.361, -0.185, 4.778)
H (-4.324, -1.997, 6.492)
O (-3.277, 1.999, 1.797)
P (-2.764, 1.086, 0.739)
O (-1.480, 2.014, 0.250)
C (-0.345, 2.109, 1.112)
C (0.414, 0.798, 1.216)
O (-3.830, 1.436, -0.451)
C (-5.058, 2.114, -0.196)
C (-4.896, 3.608, -0.377)
O (-2.166, -0.213, -0.034)
C (-2.489, -0.618, -1.366)
C (-1.870, 0.278, -2.415)
H (-0.661, 2.449, 2.103)
H (0.303, 2.878, 0.690)
H (-0.187, 0.031, 1.711)
H (1.333, 0.929, 1.789)
H (0.660, 0.423, 0.223)
H (-5.446, 1.870, 0.791)
H (-5.780, 1.733, -0.923)
H (-4.072, 3.994, 0.222)
H (-5.810, 4.133, -0.095)
H (-4.669, 3.840, -1.420)
H (-3.565, -0.718, -1.495)
H (-2.078, -1.624, -1.474)
H (-2.205, 1.308, -2.328)
H (-2.134, -0.085, -3.411)
H (-0.784, 0.286, -2.318)
O (3.571, -0.412, -0.909)
P (4.342, -1.024, -2.011)
O (3.629, -0.450, -3.367)
C (3.790, 0.933, -3.693)
C (5.213, 1.275, -4.096)
O (3.729, -2.529, -1.953)
C (2.922, -2.942, -0.841)
C (1.466, -2.632, -1.067)
O (5.719, -1.483, -2.705)
C (6.016, -2.804, -3.182)
C (5.272, -3.148, -4.450)
H (3.471, 1.548, -2.846)
H (3.114, 1.136, -4.522)
H (5.902, 1.158, -3.256)
H (5.274, 2.309, -4.440)
H (5.559, 0.616, -4.892)
H (3.263, -2.486, 0.085)
H (3.078, -4.018, -0.739)
H (1.330, -1.580, -1.316)
H (0.882, -2.861, -0.174)
H (1.068, -3.211, -1.903)
H (5.862, -3.544, -2.401)
H (7.088, -2.804, -3.390)
H (4.193, -3.116, -4.317)
H (5.546, -4.153, -4.777)
H (5.517, -2.440, -5.243)

Atom charges from the Löwdin analysis, given in e for atoms 1 to 6: O -0.60; P 0.48; Ga 0.30; O -0.08; B -1.02; O 0.06

---

4.
DFT (ωB97M-V/def2-TZVPD) results for one molecule with the formula C4H3NS2 in a non-equilibrium geometry.

Summary:
E_HOMO in eV: -9.375
Kohn-Sham gap in hartree: 0.284
Molecular weight in g mol⁻¹: 129.2
Lowest unoccupied orbital energy in eV: -1.64
Structure (SMILES): N#CC(C=S)C=S
F_max in hartree/bohr: 0.0989

Element x y z (Å)
N (0.016, -1.108, -2.457)
C (0.140, -0.495, -1.506)
C (0.291, 0.422, -0.341)
C (-1.093, 0.721, 0.180)
S (-1.645, 1.980, 1.208)
C (0.906, -0.600, 0.698)
S (2.111, -0.584, 1.616)
H (0.920, 1.316, -0.462)
H (-1.922, -0.125, 0.265)
H (0.277, -1.527, 0.799)

Atom charges from the Löwdin analysis, given in e for atoms 1 to 6: N 0.18; C -0.23; C -0.37; C -0.58; S 0.63; C -0.76

---

5.
DFT (ωB97M-V/def2-TZVPD) results for C18H28IrO5Se3Te as an isolated structure.

Summary:
E_HOMO (spin up / spin down) in eV: -13.922 / -13.943
Kohn-Sham gap (spin up / spin down) in hartree: 0.257 / 0.244
<S²>: 0.7574
Molecular weight in g mol⁻¹: 881.1
Charge: +2
Lowest unoccupied orbital energy (spin up / spin down) in eV: -6.94 / -7.31
2S+1: 2
F_max in hartree/bohr: 0.0038

Element x y z (Å)
Ir (-0.798, 1.304, 0.037)
C (2.117, 1.385, 0.212)
C (1.790, 1.738, 1.656)
O (0.347, 1.770, 1.856)
C (-0.116, 2.997, 2.488)
C (-1.446, 3.387, 1.889)
O (-1.257, 3.288, 0.463)
C (-2.065, 4.110, -0.415)
C (-1.219, 4.487, -1.613)
O (-0.682, 3.324, -2.228)
C (0.700, 3.364, -2.550)
C (1.392, 2.126, -2.020)
O (1.146, 2.072, -0.594)
H (2.062, 0.315, 0.019)
H (3.120, 1.741, -0.030)
H (2.186, 2.723, 1.895)
H (2.220, 1.010, 2.342)
H (0.611, 3.782, 2.282)
H (-0.191, 2.840, 3.564)
H (-1.686, 4.415, 2.162)
H (-2.263, 2.733, 2.193)
H (-2.355, 5.010, 0.128)
H (-2.957, 3.546, -0.676)
H (-0.410, 5.146, -1.285)
H (-1.843, 5.042, -2.318)
H (1.169, 4.247, -2.108)
H (0.839, 3.413, -3.633)
H (2.466, 2.208, -2.194)
H (1.021, 1.205, -2.474)
Se (-5.685, 2.519, -1.363)
Se (-4.144, 2.218, -2.914)
Te (-2.454, 0.514, -1.834)
Se (-3.059, 0.457, 0.519)
C (1.406, -6.959, 0.000)
C (0.974, -5.535, 0.139)
C (0.266, -5.106, 1.260)
C (-0.133, -3.794, 1.406)
C (-0.903, -3.408, 2.643)
C (0.195, -2.862, 0.377)
C (-0.255, -1.538, 0.563)
O (-0.064, -0.580, -0.246)
C (0.919, -3.288, -0.779)
C (1.288, -2.365, -1.905)
C (1.286, -4.610, -0.865)
H (1.006, -7.583, 0.795)
H (2.496, -7.021, 0.027)
H (1.087, -7.363, -0.962)
H (0.020, -5.823, 2.033)
H (-1.058, -4.284, 3.269)
H (-1.887, -3.002, 2.402)
H (-0.365, -2.671, 3.243)
H (-0.813, -1.315, 1.472)
H (1.892, -1.527, -1.556)
H (0.399, -1.946, -2.379)
H (1.856, -2.907, -2.658)
H (1.834, -4.951, -1.736)

Atom charges from the Löwdin analysis, given in e for atoms 1 to 6: Ir 0.86; C -0.13; C -0.09; O -0.25; C -0.10; C -0.14

---

6.
DFT (ωB97M-V/def2-TZVPD) results for one molecule with the formula C3H3F3 in a non-equilibrium geometry.

Summary:
E_HOMO in eV: -10.425
Kohn-Sham gap in hartree: 0.422
Molecular weight in g mol⁻¹: 96.1
Lowest unoccupied orbital energy in eV: 1.05
Structure (SMILES): C=C(F)C(F)F
F_max in hartree/bohr: 0.0572

Element x y z (Å)
C (-0.655, -1.479, -0.686)
C (-0.687, -0.314, -0.066)
F (-1.774, 0.009, 0.641)
C (0.479, 0.705, -0.027)
F (1.172, 0.244, 1.114)
F (1.333, 0.733, -1.083)
H (-1.576, -1.993, -0.357)
H (0.125, -2.039, -1.203)
H (0.051, 1.694, 0.197)

Atom charges from the Löwdin analysis, given in e for atoms 1 to 6: C 0.10; C -0.31; F 0.07; C -0.28; F 0.01; F 0.08